(1)
Below is 2 unconnected molecules or ions with the total composition C3H7FO2S, with properties calculated with ωB97M-V/def2-TZVPD.

Geometry as XYZ:
```
14
Properties=species:S:1:pos:R:3:forces:R:3:nbo_charge:R:1
C 1.535 -0.669 0.054 -0.1 2.4 -0.3 -0.434
C 0.585 1.618 0.428 -1.5 -2.1 1.1 -0.662
C 0.481 0.118 0.392 0.9 -2.3 0.3 -0.157
O -4.159 -0.988 0.318 -2.6 0.1 1.0 -0.908
O -3.528 0.363 -1.611 -0.2 0.7 -0.3 -0.886
F -2.465 0.693 0.678 -0.8 -0.7 -1.4 -0.554
S -2.999 -0.407 -0.542 1.0 0.7 1.3 1.826
H 1.417 -1.701 -0.177 0.1 -0.7 0.2 0.196
H 2.543 -0.182 -0.169 -1.4 -0.8 0.3 0.183
H -5.054 -0.497 0.445 2.3 -0.7 -0.6 0.532
H 0.381 1.974 1.441 0.5 0.2 0.0 0.219
H -0.336 1.823 -0.095 0.2 1.3 -0.9 0.232
H 1.552 1.834 0.031 0.2 1.0 -0.4 0.219
H -0.502 -0.406 0.639 1.5 1.0 -0.4 0.192
```
Positions in Å, forces in eV/Å.

As for the relative energy (zero: lowest compared OMol25 entry of this formula, charge and spin): 34.8 kcal per mole. As for the gap between HOMO and LUMO: 9.51 eV. The total energy is -766.9736 Eh. The spin multiplicity is 1.

***

(2)
Below is a molecular structure, C29H22BN4O3Ru, with properties calculated with ωB97M-V/def2-TZVPD.

Geometry as XYZ:
```
60
Properties=species:S:1:pos:R:3:forces:R:3:nbo_charge:R:1
Ru -0.043 -0.163 -0.342 0.6 1.9 0.7 0.740
O -2.529 -3.135 -1.278 0.4 -0.2 0.0 -0.598
C -2.042 -2.048 -0.949 -2.5 0.9 -0.3 0.534
N -0.734 -1.919 -0.520 1.2 -0.4 0.3 -0.415
C 0.171 -3.017 -0.648 0.2 -0.4 -0.1 -0.285
C 1.559 -2.524 -0.330 -0.3 0.8 0.1 0.255
C 2.624 -3.377 -0.157 0.7 0.0 0.1 -0.235
C 3.869 -2.872 0.211 -0.8 0.6 -0.1 -0.128
C 3.977 -1.495 0.432 0.3 -0.9 0.0 -0.251
C 2.887 -0.692 0.235 -0.8 0.3 -0.3 0.083
N 1.690 -1.174 -0.170 1.4 -1.6 0.5 -0.417
C -2.726 -0.770 -0.952 0.5 -1.1 0.0 -0.031
C -4.083 -0.623 -1.262 -0.5 0.4 0.0 -0.181
C -4.678 0.606 -1.158 0.2 -0.6 -0.1 -0.218
C -3.900 1.700 -0.709 0.2 0.2 0.1 -0.325
C -2.564 1.516 -0.467 -0.1 0.6 0.1 0.071
N -1.957 0.334 -0.611 -0.7 -0.1 -0.1 -0.466
H 0.127 -3.442 -1.667 0.1 0.1 0.3 0.247
H -0.118 -3.832 0.036 0.1 0.1 -0.1 0.242
H 2.477 -4.434 -0.316 0.0 -0.1 0.0 0.232
H 4.712 -3.528 0.338 0.2 -0.1 0.1 0.228
H 4.905 -1.070 0.775 0.1 0.1 0.0 0.234
H 2.933 0.377 0.405 0.0 0.0 -0.1 0.230
H -4.623 -1.502 -1.575 -0.1 -0.1 0.0 0.233
H -5.713 0.748 -1.422 -0.2 0.0 0.0 0.211
H -4.345 2.670 -0.570 0.0 0.2 0.0 0.216
H -1.926 2.339 -0.155 -0.1 -0.1 0.0 0.204
C 1.574 3.804 0.326 -0.3 -0.5 0.5 -0.339
C 1.931 4.202 -0.993 0.0 -0.1 -0.4 -0.211
C 1.689 3.344 -2.024 0.0 0.1 0.1 -0.204
C 1.104 2.081 -1.796 0.0 0.0 -0.4 0.078
N 0.757 1.707 -0.485 0.0 -0.4 -0.2 -0.582
C 1.005 2.575 0.511 0.3 0.9 0.8 0.059
C 0.814 1.122 -2.799 0.0 0.1 0.1 -0.069
C 1.141 1.272 -4.173 0.0 0.0 0.4 -0.219
C 0.801 0.316 -5.095 0.0 -0.1 -0.2 -0.214
C 0.111 -0.831 -4.722 0.0 0.0 0.3 -0.231
C -0.218 -1.012 -3.373 -0.2 -0.4 -0.5 -0.289
C 0.151 -0.081 -2.450 0.1 0.1 -1.3 -0.001
H 1.747 4.459 1.162 0.0 0.0 0.2 0.219
H 2.387 5.164 -1.163 0.0 0.1 -0.1 0.212
H 1.941 3.625 -3.035 0.0 0.0 -0.1 0.213
H 0.725 2.238 1.507 0.0 0.1 -0.1 0.195
H 1.672 2.159 -4.482 0.0 0.1 -0.1 0.207
H 1.069 0.462 -6.132 0.0 0.0 -0.1 0.213
H -0.173 -1.571 -5.452 0.0 -0.1 -0.1 0.213
H -0.779 -1.898 -3.105 -0.1 0.0 0.1 0.227
O 0.605 -0.566 2.657 0.7 -0.2 -0.4 -0.692
B -0.372 -0.246 1.727 -0.5 -0.2 0.2 1.008
O -1.541 0.106 2.374 -0.5 0.1 -0.4 -0.654
C -1.288 0.018 3.710 0.7 -0.2 0.6 0.213
C -2.109 0.286 4.786 0.0 0.0 -0.4 -0.230
C -1.556 0.126 6.048 0.0 0.0 0.1 -0.215
C -0.240 -0.280 6.221 0.0 0.0 0.1 -0.215
C 0.588 -0.549 5.141 0.1 0.0 -0.4 -0.269
C 0.038 -0.395 3.885 -0.9 0.3 0.6 0.279
H -3.127 0.609 4.644 -0.1 0.0 0.0 0.231
H -2.166 0.327 6.915 0.0 0.0 0.1 0.218
H 0.154 -0.389 7.220 0.0 0.0 0.1 0.217
H 1.613 -0.856 5.267 0.1 -0.1 0.0 0.225
```
Positions in Å, forces in eV/Å.

As for the relative energy (zero: lowest compared OMol25 entry of this formula, charge and spin): 68.1 kcal per mole. As for the gap between HOMO and LUMO (alpha / beta): 4.69 / 5.67 eV. The expectation value of S² is 8.82. The total energy is -1682.7237 Eh. The spin multiplicity is 6.

***

(3)
Below is a single C7H10 molecule, with properties calculated with ωB97M-V/def2-TZVPD.

Geometry as XYZ:
```
17
Properties=species:S:1:pos:R:3:forces:R:3:nbo_charge:R:1
C -1.860 0.609 -0.254 0.0 0.1 -0.1 -0.613
C -1.050 -0.668 -0.236 -0.1 0.1 -0.1 -0.221
C 0.296 -0.857 -0.889 0.0 -0.1 -0.4 -0.217
C 1.166 0.400 -0.903 0.1 -0.1 -0.2 -0.424
C 1.065 0.509 0.611 -0.8 -0.4 1.2 -0.377
C 2.073 0.131 1.522 1.4 -1.1 0.1 -0.037
C 0.162 -0.906 0.622 0.1 0.8 -0.1 -0.211
H -2.401 0.709 -1.202 0.1 0.0 0.2 0.215
H -2.596 0.618 0.559 0.2 0.0 -0.1 0.215
H -1.231 1.498 -0.143 -0.1 -0.2 0.0 0.208
H -1.670 -1.565 -0.316 0.2 0.2 0.1 0.224
H 0.483 -1.702 -1.545 -0.1 0.1 0.2 0.221
H 0.764 1.260 -1.453 0.1 -0.2 0.1 0.205
H 2.192 0.201 -1.222 -0.1 0.0 0.0 0.230
H 0.731 1.472 1.040 -1.1 -0.2 -0.2 0.236
H 1.640 0.086 2.544 -0.1 0.4 -0.4 0.105
H 0.239 -1.795 1.265 0.2 0.8 -0.1 0.242
```
Positions in Å, forces in eV/Å.

As for the relative energy (zero: lowest compared OMol25 entry of this formula, charge and spin): 135.0 kcal per mole. As for the gap between HOMO and LUMO: 8.19 eV. The total energy is -272.5029 Eh. The spin multiplicity is 1.

***

(4)
Below is a single C7H13N3O4 molecule, with properties calculated with ωB97M-V/def2-TZVPD.

Geometry as XYZ:
```
27
Properties=species:S:1:pos:R:3:forces:R:3:nbo_charge:R:1
C 4.002 -0.924 -0.179 0.1 -1.6 0.3 -0.627
C 2.850 -0.159 0.527 -0.1 -0.2 -1.3 -0.151
N 2.255 -0.761 1.690 -1.0 0.0 -1.7 -0.820
C 1.789 0.026 -0.515 -0.4 0.4 -2.8 0.688
O 2.031 0.277 -1.703 -0.5 -0.6 1.8 -0.612
N 0.513 -0.043 0.001 -0.3 -0.2 -1.3 -0.624
C -0.595 0.506 -0.737 0.2 5.2 -1.5 -0.184
C -1.662 -0.492 -1.133 1.6 -0.3 -0.4 -0.545
C -2.451 -1.127 -0.005 -0.9 -1.0 1.2 0.697
N -2.983 -2.336 -0.442 -1.2 -0.7 1.6 -0.833
O -2.609 -0.716 1.182 1.0 -1.5 -3.3 -0.614
C -1.098 1.828 0.075 0.9 0.1 -2.0 0.766
O -0.972 2.943 -0.358 0.0 -0.3 -0.2 -0.582
O -1.584 1.578 1.254 0.3 -1.0 0.7 -0.666
H 4.917 -0.602 0.217 1.4 0.4 1.0 0.211
H 4.154 -0.702 -1.250 -0.9 0.0 0.5 0.257
H 4.022 -2.085 -0.043 -0.6 2.1 -0.1 0.218
H 3.042 0.892 0.776 1.1 0.0 -0.3 0.202
H 2.868 -1.257 2.221 2.1 -1.6 1.8 0.370
H 1.818 -0.069 2.238 -0.3 0.6 1.0 0.350
H 0.561 0.342 0.894 -0.4 -0.1 2.0 0.381
H -0.115 1.055 -1.671 -1.2 -1.5 1.5 0.276
H -0.876 -1.166 -1.576 -1.7 -0.6 0.2 0.269
H -2.388 -0.217 -1.929 0.7 0.3 0.4 0.255
H -3.420 -2.461 -1.375 1.0 0.3 1.0 0.410
H -3.401 -2.945 0.319 0.5 1.3 -1.4 0.409
H -1.603 0.580 1.230 -1.2 0.5 1.3 0.498
```
Positions in Å, forces in eV/Å.

As for the relative energy (zero: lowest compared OMol25 entry of this formula, charge and spin): 60.6 kcal per mole. As for the gap between HOMO and LUMO: 9.88 eV. The total energy is -739.7459 Eh. The spin multiplicity is 1.

***

(5)
Below is a molecular structure, C44H68BN6S3Tl, with properties calculated with ωB97M-V/def2-TZVPD.

Geometry as XYZ:
```
123
Properties=species:S:1:pos:R:3:forces:R:3:lowdin_charge:R:1
Tl 1.135 3.624 -0.453 0.1 -0.1 0.5 0.830
C -1.324 -1.938 -3.001 0.0 0.1 -0.2 -0.006
C -1.100 -2.082 -1.540 0.0 -0.2 0.3 -0.181
C -1.294 -3.313 -0.953 0.1 0.6 0.2 0.107
C -1.064 -3.498 0.423 0.0 0.2 -0.5 -0.172
N -0.509 -2.527 1.106 0.1 -0.5 0.6 0.205
N -0.265 -1.356 0.554 -0.4 0.2 -1.0 0.048
B 0.556 -0.402 1.441 0.6 -0.5 -0.8 -0.732
N 2.003 -0.348 1.037 0.9 0.6 -0.3 0.053
N 2.488 -1.546 0.672 -0.3 -0.7 0.0 0.183
C 3.739 -1.695 0.348 -0.1 0.3 0.0 -0.193
C 4.582 -0.557 0.209 -0.4 0.4 0.2 0.097
C 4.119 0.668 0.589 0.1 -0.5 -0.3 -0.246
C 4.921 1.911 0.475 0.2 0.1 0.1 -0.056
C 2.798 0.757 1.143 -0.3 -0.1 0.2 -0.624
S 2.278 2.131 1.950 0.1 0.6 0.0 0.680
C 4.217 -3.122 0.170 -0.1 -0.3 0.0 -0.540
C 5.689 -3.207 -0.237 -0.2 0.1 0.1 -0.047
C 4.050 -3.813 1.534 0.0 0.0 -0.2 -0.029
C 3.343 -3.818 -0.880 0.1 0.1 0.1 -0.033
N -0.180 0.691 2.095 -1.0 0.5 0.4 0.098
N 0.150 -0.348 2.875 -0.2 -0.1 0.9 0.237
C -0.122 -0.438 4.141 0.0 0.0 0.0 -0.105
C -0.964 0.596 4.644 -0.1 0.3 -0.3 0.107
C -1.386 1.637 3.859 0.2 -0.5 0.3 -0.200
C -2.283 2.697 4.370 -0.1 0.2 0.2 -0.043
C -0.906 1.746 2.493 0.2 -0.2 -0.4 -0.675
S -1.188 3.048 1.507 0.1 0.4 0.0 0.694
C 0.517 -1.514 4.970 0.1 -0.3 0.1 -0.522
C -0.537 -2.322 5.731 0.0 0.2 -0.2 -0.010
C 1.334 -2.441 4.067 -0.1 0.1 0.1 -0.033
C 1.446 -0.789 5.959 -0.1 0.0 -0.1 -0.009
C -0.633 -1.027 -0.711 0.0 -0.2 0.0 -0.357
S -0.435 0.685 -1.042 0.1 0.0 0.2 1.066
C -1.360 -4.794 1.145 0.1 -0.2 0.3 -0.537
C -2.255 -5.719 0.318 0.1 0.2 0.1 -0.043
C -2.057 -4.471 2.472 0.1 0.0 -0.2 -0.027
C -0.025 -5.502 1.423 -0.2 0.1 -0.1 -0.019
H -1.357 -2.919 -3.465 0.0 0.0 -0.1 0.105
H -0.517 -1.369 -3.454 0.0 0.0 0.0 0.060
H -2.271 -1.444 -3.212 0.0 0.1 0.0 0.083
H -1.627 -4.138 -1.558 -0.1 -0.1 -0.1 0.130
H 5.576 -0.653 -0.193 0.2 -0.1 0.0 0.125
H 5.849 1.730 -0.055 0.1 0.0 -0.1 0.094
H 5.152 2.308 1.464 0.0 0.1 0.0 0.092
H 4.342 2.677 -0.043 0.1 0.0 0.0 0.065
H 6.331 -2.761 0.520 0.1 0.1 0.0 0.093
H 5.878 -2.728 -1.195 0.1 0.1 -0.1 0.091
H 5.969 -4.252 -0.328 0.0 -0.1 0.0 0.096
H 4.632 -3.294 2.295 0.0 0.0 0.1 0.095
H 4.411 -4.837 1.476 0.0 -0.1 0.0 0.096
H 3.006 -3.823 1.835 -0.1 0.0 0.0 0.059
H 3.437 -3.317 -1.842 0.0 0.0 -0.2 0.089
H 2.301 -3.803 -0.573 -0.1 0.0 0.0 0.059
H 3.659 -4.850 -1.002 0.0 -0.1 0.0 0.094
H -1.278 0.559 5.676 0.0 -0.1 0.1 0.137
H -2.631 2.470 5.374 0.0 0.0 0.0 0.095
H -3.136 2.830 3.706 0.0 0.0 0.0 0.092
H -1.757 3.654 4.380 0.0 0.0 0.0 0.100
H -1.214 -2.821 5.041 -0.1 -0.1 0.0 0.077
H -1.124 -1.694 6.395 -0.1 0.1 0.1 0.088
H -0.041 -3.079 6.332 0.0 -0.1 0.1 0.102
H 0.724 -2.814 3.246 0.0 -0.1 0.0 0.051
H 1.700 -3.284 4.646 0.1 -0.1 0.1 0.105
H 2.192 -1.918 3.649 0.1 0.0 -0.1 0.086
H 0.874 -0.234 6.698 0.0 0.1 0.1 0.092
H 2.105 -0.096 5.436 0.1 0.0 0.0 0.096
H 2.063 -1.519 6.476 0.0 -0.1 0.1 0.102
H -3.156 -5.209 -0.013 -0.1 0.0 -0.1 0.096
H -2.562 -6.558 0.935 0.0 -0.1 0.1 0.098
H -1.731 -6.129 -0.542 0.0 0.0 -0.1 0.090
H -3.036 -4.034 2.291 -0.1 0.1 0.0 0.097
H -1.458 -3.775 3.051 0.0 0.1 0.1 0.047
H -2.195 -5.379 3.052 0.0 -0.1 0.0 0.100
H 0.502 -5.721 0.496 0.1 0.0 -0.1 0.090
H -0.221 -6.443 1.928 0.0 -0.1 0.1 0.098
H 0.613 -4.892 2.055 0.1 0.1 0.1 0.067
C -1.182 1.415 -2.604 0.1 0.0 0.0 -0.320
C -2.221 2.463 -2.198 0.0 0.2 0.1 -0.116
C -1.704 3.696 -2.467 -0.2 -0.3 0.1 -0.102
C -0.387 3.500 -3.088 0.2 -0.8 -0.3 -0.081
C -0.067 2.203 -3.241 0.2 0.5 -0.1 -0.249
C 1.125 1.674 -4.001 0.2 0.0 0.0 -0.542
C 2.150 1.043 -3.046 -0.1 -0.1 -0.1 -0.058
C 1.817 2.824 -4.748 -0.2 -0.2 0.2 -0.035
C 0.667 0.642 -5.042 0.1 0.1 0.2 -0.017
C -2.117 5.159 -2.300 -0.2 0.3 0.2 -0.504
C -1.516 6.034 -3.422 -0.1 -0.1 0.1 -0.040
C -1.538 5.666 -0.965 -0.1 0.0 -0.2 -0.062
C -3.619 5.451 -2.315 0.2 -0.1 0.1 -0.039
C -3.596 2.002 -1.744 -0.2 0.0 0.1 -0.509
C -3.703 0.473 -1.647 0.0 0.1 0.0 -0.059
C -4.649 2.408 -2.796 0.1 0.0 0.1 -0.021
C -3.962 2.546 -0.357 -0.1 -0.1 -0.1 -0.051
H -1.578 0.625 -3.225 -0.1 -0.1 -0.1 0.108
H 0.184 4.318 -3.479 0.2 0.1 -0.1 0.100
H 2.480 1.783 -2.309 0.1 -0.1 0.0 0.045
H 3.019 0.705 -3.606 0.1 0.0 0.0 0.099
H 1.737 0.186 -2.516 0.1 0.0 0.0 0.051
H 2.202 3.570 -4.056 0.1 0.2 0.1 0.086
H 1.129 3.300 -5.442 0.0 0.1 -0.1 0.102
H 2.658 2.438 -5.317 0.1 -0.1 0.0 0.096
H 0.471 -0.323 -4.586 -0.1 -0.1 0.0 0.055
H 1.444 0.490 -5.783 0.1 0.0 -0.1 0.096
H -0.229 0.980 -5.556 -0.1 0.0 -0.1 0.103
H -0.456 6.230 -3.280 0.1 0.0 -0.1 0.082
H -2.010 7.003 -3.413 0.0 0.1 0.0 0.095
H -1.673 5.590 -4.403 0.0 0.0 -0.1 0.103
H -0.443 5.673 -0.980 -0.1 0.0 0.0 0.012
H -1.895 5.078 -0.123 0.0 0.0 0.1 0.032
H -1.848 6.698 -0.814 0.0 0.1 0.1 0.105
H -4.040 5.199 -3.283 -0.1 0.0 -0.1 0.094
H -3.774 6.515 -2.155 0.0 0.1 0.0 0.096
H -4.154 4.931 -1.531 -0.1 -0.1 0.0 0.065
H -3.665 0.017 -2.633 0.0 -0.1 -0.1 0.080
H -4.670 0.224 -1.216 -0.1 0.0 0.0 0.102
H -2.947 0.032 -1.003 0.0 0.0 0.1 0.050
H -4.249 2.279 -3.800 0.0 0.0 -0.1 0.099
H -4.973 3.430 -2.681 0.0 0.1 -0.1 0.057
H -5.527 1.776 -2.696 -0.1 -0.1 0.0 0.092
H -3.504 1.932 0.416 0.0 0.0 0.1 0.051
H -5.042 2.509 -0.224 -0.1 0.0 0.0 0.102
H -3.630 3.566 -0.205 0.0 0.1 0.1 0.048
```
Positions in Å, forces in eV/Å.

As for the gap between HOMO and LUMO: 6.96 eV. The total energy is -3437.3902 Eh. The spin multiplicity is 1. The charge is +2.